Run A
Formula: C4H12NS
Source: the OMol25 dataset
Level of theory: ωB97M-V with the def2-TZVPD basis set

```
! RIJCOSX wB97M-V def2-TZVPD def2/J DEFGRID3
* xyz 1 1
C -2.116 1.044 1.076
C -2.446 0.124 -0.049
C -3.653 -0.249 -0.398
C 0.808 -0.943 -0.766
S 1.348 -0.308 0.658
N 4.442 0.367 -0.443
H -1.855 2.053 0.724
H -1.298 0.751 1.731
H -2.949 1.367 1.697
H -1.575 -0.373 -0.498
H -3.800 -0.892 -1.258
H -4.563 0.184 0.000
H 1.140 -1.967 -0.908
H 0.896 -0.302 -1.646
H 2.335 -1.215 0.881
H 3.740 -0.238 -0.831
H 5.352 -0.070 -0.460
H 4.194 0.665 0.489
*
```

Properties
- gap between HOMO and LUMO (eV) = 4.9

Mulliken population analysis, charges in e, atoms 1 to 8: atom 1 (C): -0.9552, atom 2 (C): 0.7227, atom 3 (C): -0.8806, atom 4 (C): -0.2329, atom 5 (S): 0.0941, atom 6 (N): -0.5946, atom 7 (H): 0.2946, atom 8 (H): 0.2326

Run B
Formula: C4H12NS
Source: the OMol25 dataset
Level of theory: ωB97M-V with the def2-TZVPD basis set

```
! RIJCOSX wB97M-V def2-TZVPD def2/J DEFGRID3
* xyz 1 1
C -0.946 0.608 -1.968
C -0.285 0.621 -0.562
C 0.289 -0.701 -0.182
C 1.190 -0.758 1.211
S 2.134 -2.089 0.927
N -1.060 1.152 0.679
H -2.017 0.235 -1.829
H -0.985 1.516 -2.403
H -0.173 0.100 -2.585
H 0.623 1.368 -0.582
H 1.024 -0.884 -0.931
H -0.367 -1.562 -0.233
H 1.725 0.244 1.135
H 0.585 -0.933 2.128
H 1.753 -2.744 2.076
H -1.857 0.643 1.008
H -0.367 1.030 1.483
H -1.268 2.154 0.628
*
```

Properties
- gap between HOMO and LUMO (eV) = 8.7
- SMILES = C[C@@H]([NH3+])CCS

Mulliken population analysis, charges in e, atoms 1 to 8: atom 1 (C): -1.2757, atom 2 (C): 0.1561, atom 3 (C): -1.0218, atom 4 (C): -0.6224, atom 5 (S): -0.1859, atom 6 (N): -0.2954, atom 7 (H): 0.3399, atom 8 (H): 0.4481

Run C
Formula: C4H12NS
Source: the OMol25 dataset
Level of theory: ωB97M-V with the def2-TZVPD basis set

```
! RIJCOSX wB97M-V def2-TZVPD def2/J DEFGRID3
* xyz 1 1
C 3.238 1.584 -0.417
C -2.461 -1.545 0.221
C -1.301 0.826 -0.789
C 0.027 -1.100 0.870
N 2.283 0.871 0.130
S -1.064 -0.992 -0.619
H 2.867 2.196 -1.301
H 4.221 0.966 -0.609
H 3.563 2.338 0.436
H -2.230 -2.648 0.665
H -3.245 -1.774 -0.419
H -2.716 -0.873 1.116
H -1.503 1.114 -1.827
H -0.292 1.250 -0.593
H -2.075 1.062 -0.056
H 0.651 -0.197 0.688
H 0.720 -1.896 0.866
H -0.681 -1.181 1.637
*
```

Properties
- gap between HOMO and LUMO (spin up / spin down) (eV) = 8.8 / 8.7

Mulliken population analysis, charges in e, atoms 1 to 8: atom 1 (C): -0.5659, atom 2 (C): -1.0395, atom 3 (C): -0.6558, atom 4 (C): -0.5161, atom 5 (N): -0.3269, atom 6 (S): 0.3612, atom 7 (H): 0.2709, atom 8 (H): 0.2764

The structure with the greatest stability is run B.

Run A
Formula: C4H12S
Source: the OMol25 dataset
Level of theory: ωB97M-V with the def2-TZVPD basis set

```
! RIJCOSX wB97M-V def2-TZVPD def2/J DEFGRID3
* xyz 0 1
C -0.764 0.638 1.676
C -2.162 0.655 2.240
H -0.628 0.956 0.664
H 0.060 1.059 2.236
H -0.561 -0.426 1.446
H -2.085 0.258 3.283
H -2.838 -0.001 1.651
H -2.690 1.600 2.278
C 1.545 0.063 -1.772
C 0.537 -0.960 -2.139
S 2.082 -0.083 -0.026
H 2.376 0.040 -2.524
H 1.141 1.090 -2.006
H -0.374 -1.080 -1.498
H 3.143 -0.919 -0.208
H 0.878 -2.000 -2.053
H 0.338 -0.891 -3.248
*
```

Properties
- gap between HOMO and LUMO (eV) = 9.9
- SMILES = CCS.CC

Mulliken population analysis, charges in e, atoms 1 to 8: atom 1 (C): -0.8301, atom 2 (C): -0.9164, atom 3 (H): 0.2933, atom 4 (H): 0.3489, atom 5 (H): 0.2919, atom 6 (H): 0.2508, atom 7 (H): 0.2514, atom 8 (H): 0.3069

Run B
Formula: C4H12S
Source: the OMol25 dataset
Level of theory: ωB97M-V with the def2-TZVPD basis set

```
! RIJCOSX wB97M-V def2-TZVPD def2/J DEFGRID3
* xyz 0 1
C -0.563 -1.947 -0.675
C 1.801 -2.321 0.718
S 0.267 -3.281 0.350
H -1.082 -1.216 -0.087
H 0.120 -1.288 -1.352
H -1.129 -2.420 -1.519
H 2.455 -2.658 -0.124
H 2.203 -2.789 1.601
H 1.541 -1.154 0.618
C -0.473 1.606 0.066
C -0.872 3.157 -0.041
H 0.141 1.576 1.029
H -1.426 1.063 0.371
H 0.000 1.206 -0.760
H -0.018 3.774 -0.182
H -1.511 3.309 0.847
H -1.453 3.384 -0.860
*
```

Properties
- gap between HOMO and LUMO (eV) = 9.4
- SMILES = CSC.CC

Mulliken population analysis, charges in e, atoms 1 to 8: atom 1 (C): -0.7728, atom 2 (C): -0.5734, atom 3 (S): -0.0877, atom 4 (H): 0.2258, atom 5 (H): 0.2140, atom 6 (H): 0.3559, atom 7 (H): 0.2403, atom 8 (H): 0.2941

The structure with the greatest stability is run A.

Run A
Formula: C4H10O
Source: the OMol25 dataset
Level of theory: ωB97M-V with the def2-TZVPD basis set

```
! RIJCOSX wB97M-V def2-TZVPD def2/J DEFGRID3
* xyz 0 1
C -1.330 -0.363 -1.594
C -1.327 0.614 -0.692
C 1.031 -0.192 0.710
C 1.299 1.226 1.108
O 0.470 -0.944 1.457
H -0.425 -2.596 -0.224
H -0.841 -0.266 -2.560
H -1.840 -1.302 -1.401
H -0.957 1.612 -0.925
H -1.719 0.456 0.311
H 1.472 -0.535 -0.257
H 1.278 1.937 0.281
H 0.596 1.508 1.897
H 2.311 1.204 1.529
H -0.018 -2.362 0.361
*
```

Properties
- gap between HOMO and LUMO (eV) = 10.9
- SMILES = [H][H].CC=O.C=C

Mulliken population analysis, charges in e, atoms 1 to 8: atom 1 (C): -0.5089, atom 2 (C): -0.5815, atom 3 (C): 0.2079, atom 4 (C): -1.0197, atom 5 (O): -0.4700, atom 6 (H): 0.0186, atom 7 (H): 0.2379, atom 8 (H): 0.3082

Run B
Formula: C4H10O
Source: the OMol25 dataset
Level of theory: ωB97M-V with the def2-TZVPD basis set

```
! RIJCOSX wB97M-V def2-TZVPD def2/J DEFGRID3
* xyz 0 1
C -0.669 1.168 -1.643
O -0.218 1.155 -0.300
C 0.675 0.177 -0.046
C 1.223 0.318 1.342
C -0.620 -1.493 0.384
H -1.217 2.101 -1.792
H -1.343 0.318 -1.820
H 0.179 1.101 -2.332
H 0.372 -0.923 -0.415
H 0.458 0.548 2.097
H 1.930 1.155 1.312
H 1.771 -0.579 1.644
H -0.110 -2.116 1.120
H -1.084 -2.102 -0.398
H -1.347 -0.827 0.846
*
```

Properties
- gap between HOMO and LUMO (eV) = 8.7

Mulliken population analysis, charges in e, atoms 1 to 8: atom 1 (C): -0.6417, atom 2 (O): -0.2346, atom 3 (C): 0.0241, atom 4 (C): -1.1172, atom 5 (C): -1.2748, atom 6 (H): 0.2386, atom 7 (H): 0.2659, atom 8 (H): 0.3070

Run C
Formula: C4H10O
Source: the OMol25 dataset
Level of theory: ωB97M-V with the def2-TZVPD basis set

```
! RIJCOSX wB97M-V def2-TZVPD def2/J DEFGRID3
* xyz 0 1
C 1.995 -0.111 0.185
C 0.877 -0.093 -0.822
C -0.281 0.683 -0.602
C -1.718 -0.698 0.476
O -0.283 1.631 0.342
H 1.591 -0.119 1.204
H 2.662 0.760 0.114
H 2.610 -1.009 0.063
H 1.055 -0.411 -1.845
H -0.255 -0.668 -0.270
H -1.001 0.768 -1.414
H -1.951 -1.695 0.077
H -1.475 -0.783 1.544
H -2.625 -0.083 0.364
H -1.201 1.829 0.582
*
```

Properties
- gap between HOMO and LUMO (eV) = 7.6

Mulliken population analysis, charges in e, atoms 1 to 8: atom 1 (C): -1.0445, atom 2 (C): -0.3055, atom 3 (C): -0.1095, atom 4 (C): -1.3935, atom 5 (O): -0.4744, atom 6 (H): 0.2887, atom 7 (H): 0.2591, atom 8 (H): 0.3396

Run D
Formula: C4H10O
Source: the OMol25 dataset
Level of theory: ωB97M-V with the def2-TZVPD basis set

```
! RIJCOSX wB97M-V def2-TZVPD def2/J DEFGRID3
* xyz 0 1
O -3.146 -0.057 0.192
C -2.852 -0.208 1.328
H -3.517 -0.124 2.201
H -1.828 -0.473 1.637
C 0.926 0.308 0.810
C 1.608 0.327 -0.544
C 0.765 -0.383 -1.664
H 0.726 -0.719 1.124
H 1.421 0.959 1.524
H -0.124 0.611 0.696
H 1.668 1.343 -0.945
H 2.626 -0.056 -0.554
H 1.097 0.077 -2.594
H -0.276 -0.149 -1.459
H 0.907 -1.457 -1.751
*
```

Properties
- gap between HOMO and LUMO (eV) = 11.2
- SMILES = C=O.CCC

Mulliken population analysis, charges in e, atoms 1 to 8: atom 1 (O): -0.3729, atom 2 (C): 0.0332, atom 3 (H): 0.2555, atom 4 (H): 0.0963, atom 5 (C): -0.9329, atom 6 (C): -0.3012, atom 7 (C): -0.9819, atom 8 (H): 0.3367

The structure with the greatest stability is run D.

Run A
Formula: C4H10O
Source: the OMol25 dataset
Level of theory: ωB97M-V with the def2-TZVPD basis set

```
! RIJCOSX wB97M-V def2-TZVPD def2/J DEFGRID3
* xyz 0 1
C -0.115 -1.669 -0.124
C 0.430 -0.826 1.097
C 1.841 -0.480 0.951
C 2.463 0.541 1.650
H 0.264 -2.732 -0.098
H -1.177 -1.576 -0.116
H 0.179 -1.067 -1.005
H 0.062 -1.196 2.079
H -0.143 0.123 1.043
H 2.387 -1.204 0.363
H 3.483 0.609 1.342
H 1.875 1.243 2.312
H -3.014 2.739 -3.427
H -4.483 2.965 -2.691
O -4.053 2.531 -3.377
*
```

Properties
- gap between HOMO and LUMO (eV) = 10.1
- SMILES = C=CCC.O

Mulliken population analysis, charges in e, atoms 1 to 8: atom 1 (C): -1.1467, atom 2 (C): -0.3751, atom 3 (C): -0.0448, atom 4 (C): -0.8117, atom 5 (H): 0.2978, atom 6 (H): 0.3718, atom 7 (H): 0.3067, atom 8 (H): 0.3372

Run B
Formula: C4H10O
Source: the OMol25 dataset
Level of theory: ωB97M-V with the def2-TZVPD basis set

```
! RIJCOSX wB97M-V def2-TZVPD def2/J DEFGRID3
* xyz 0 1
C 0.690 1.492 1.431
C 0.562 0.098 0.899
C 1.468 -0.519 0.138
C -1.480 -0.628 -1.953
O -0.622 -0.459 1.285
H 1.564 1.992 1.009
H -0.208 2.067 1.180
H 0.777 1.478 2.522
H 2.385 -0.017 -0.146
H 1.321 -1.535 -0.222
H -0.931 0.031 -1.279
H -1.018 -0.595 -2.942
H -1.443 -1.654 -1.575
H -2.521 -0.305 -2.019
H -0.702 -1.330 0.871
*
```

Properties
- gap between HOMO and LUMO (eV) = 9.8
- SMILES = C=C(C)O.C

Mulliken population analysis, charges in e, atoms 1 to 8: atom 1 (C): -1.1079, atom 2 (C): 0.7080, atom 3 (C): -0.8632, atom 4 (C): -0.8075, atom 5 (O): -0.5267, atom 6 (H): 0.3201, atom 7 (H): 0.2822, atom 8 (H): 0.2892

The structure with the greatest stability is run B.

Run A
Formula: C4H10O
Source: the OMol25 dataset
Level of theory: ωB97M-V with the def2-TZVPD basis set

```
! RIJCOSX wB97M-V def2-TZVPD def2/J DEFGRID3
* xyz 0 1
C -2.205 0.047 -0.210
C -0.797 0.556 0.104
C 0.289 -0.513 -0.020
C 1.671 0.094 0.142
O 2.644 -0.918 -0.025
H -2.189 -0.666 -1.042
H -2.656 -0.458 0.651
H -2.868 0.869 -0.496
H -0.547 1.379 -0.579
H -0.773 0.985 1.116
H 0.234 -0.990 -1.008
H 0.150 -1.307 0.725
H 1.798 0.891 -0.611
H 1.751 0.567 1.135
H 3.512 -0.500 0.025
*
```

Properties
- gap between HOMO and LUMO (eV) = 11.3
- SMILES = CCCCO

Mulliken population analysis, charges in e, atoms 1 to 8: atom 1 (C): -1.1927, atom 2 (C): -0.3329, atom 3 (C): -0.5013, atom 4 (C): -0.5096, atom 5 (O): -0.5045, atom 6 (H): 0.3202, atom 7 (H): 0.2906, atom 8 (H): 0.3420

Run B
Formula: C4H10O
Source: the OMol25 dataset
Level of theory: ωB97M-V with the def2-TZVPD basis set

```
! RIJCOSX wB97M-V def2-TZVPD def2/J DEFGRID3
* xyz 0 1
C -1.689 0.136 1.044
C -0.866 -0.491 -0.047
C 0.367 -0.022 -0.113
O 1.394 -0.717 -0.639
C 2.637 -0.068 -0.559
H -1.928 1.202 0.916
H -2.687 0.396 -0.777
H -2.587 -0.432 1.303
H -2.043 0.209 -1.168
H -1.138 -1.476 -0.416
H -0.953 0.036 1.830
H 0.590 0.980 0.277
H 3.338 -0.741 -1.049
H 2.610 0.895 -1.085
H 2.956 0.092 0.483
*
```

Properties
- gap between HOMO and LUMO (eV) = 9.2

Mulliken population analysis, charges in e, atoms 1 to 8: atom 1 (C): -1.3967, atom 2 (C): -0.0616, atom 3 (C): -0.2785, atom 4 (O): -0.3674, atom 5 (C): -0.7018, atom 6 (H): 0.3735, atom 7 (H): 0.1438, atom 8 (H): 0.3428

Run C
Formula: C4H10O
Source: the OMol25 dataset
Level of theory: ωB97M-V with the def2-TZVPD basis set

```
! RIJCOSX wB97M-V def2-TZVPD def2/J DEFGRID3
* xyz 0 1
C 1.325 -1.645 -0.917
C 1.357 -0.172 -0.306
C 1.722 0.921 -1.003
C 0.663 -0.253 0.994
H 1.869 -2.296 -0.168
H 1.904 -1.562 -1.919
H 0.273 -2.027 -1.122
H 1.644 1.882 -0.574
H 2.153 0.785 -2.050
H 0.502 0.667 1.487
H 1.170 -0.997 1.701
H -0.336 -0.579 0.936
H -5.345 2.031 0.621
H -4.027 1.798 1.186
O -4.874 1.448 1.134
*
```

Properties
- gap between HOMO and LUMO (eV) = 10.2
- SMILES = C=C(C)C.O

Mulliken population analysis, charges in e, atoms 1 to 8: atom 1 (C): -0.9628, atom 2 (C): 0.7778, atom 3 (C): -0.8411, atom 4 (C): -1.2633, atom 5 (H): 0.2870, atom 6 (H): 0.2667, atom 7 (H): 0.2630, atom 8 (H): 0.3134

The structure with the greatest stability is run A.

Run A
Formula: C4H10O
Source: the OMol25 dataset
Level of theory: ωB97M-V with the def2-TZVPD basis set

```
! RIJCOSX wB97M-V def2-TZVPD def2/J DEFGRID3
* xyz 0 1
C -0.314 1.905 0.434
C -0.806 0.782 -0.440
C -0.796 -0.547 0.039
C 1.243 -1.318 -0.524
O -0.676 -0.783 1.352
H 0.610 1.612 0.948
H -1.033 2.199 1.211
H -0.092 2.792 -0.167
H -1.432 0.983 -1.305
H 0.255 -0.047 -0.722
H -1.250 -1.318 -0.580
H 1.624 -1.200 -1.550
H 2.001 -0.968 0.189
H 1.062 -2.389 -0.362
H -0.396 -1.701 1.479
*
```

Properties
- gap between HOMO and LUMO (eV) = 7.6

Mulliken population analysis, charges in e, atoms 1 to 8: atom 1 (C): -1.0374, atom 2 (C): -0.3138, atom 3 (C): -0.1184, atom 4 (C): -1.3848, atom 5 (O): -0.4726, atom 6 (H): 0.2841, atom 7 (H): 0.2527, atom 8 (H): 0.3395

Run B
Formula: C4H10O
Source: the OMol25 dataset
Level of theory: ωB97M-V with the def2-TZVPD basis set

```
! RIJCOSX wB97M-V def2-TZVPD def2/J DEFGRID3
* xyz 0 1
C -1.903 0.290 -0.567
C -0.510 0.131 -0.001
C 0.441 0.971 -0.744
C 1.696 1.253 -0.327
H -1.915 0.100 -1.735
H -2.593 -0.587 -0.188
H -2.317 1.369 -0.379
H -0.270 -0.949 -0.128
H -0.525 0.485 1.087
H 0.138 1.567 -1.564
H 2.489 1.976 -0.695
H 2.009 0.850 0.569
H 1.055 -2.884 0.843
H 1.286 -2.424 2.292
O 0.919 -2.148 1.538
*
```

Properties
- gap between HOMO and LUMO (eV) = 9.9
- SMILES = C=CCC.O

Mulliken population analysis, charges in e, atoms 1 to 8: atom 1 (C): -1.2126, atom 2 (C): 0.2001, atom 3 (C): -0.1683, atom 4 (C): -0.8609, atom 5 (H): 0.2824, atom 6 (H): 0.2978, atom 7 (H): 0.3023, atom 8 (H): 0.0824

Run C
Formula: C4H10O
Source: the OMol25 dataset
Level of theory: ωB97M-V with the def2-TZVPD basis set

```
! RIJCOSX wB97M-V def2-TZVPD def2/J DEFGRID3
* xyz 0 1
C -1.033 0.482 2.269
C -1.280 -0.354 1.037
C -1.981 0.042 -0.008
C -2.344 -0.773 -1.246
H -1.599 0.034 3.093
H 0.017 0.364 2.558
H -1.336 1.507 2.128
H -0.890 -1.369 1.099
H -2.233 1.106 -0.067
H -2.895 -1.646 -0.892
H -2.897 -0.225 -1.994
H -1.382 -1.169 -1.586
H 6.152 0.694 -1.344
H 4.501 0.616 -1.286
O 5.320 0.445 -1.750
*
```

Properties
- gap between HOMO and LUMO (eV) = 10.0
- SMILES = C/C=C/C.O

Mulliken population analysis, charges in e, atoms 1 to 8: atom 1 (C): -1.1358, atom 2 (C): -0.0708, atom 3 (C): -0.0558, atom 4 (C): -0.9963, atom 5 (H): 0.2706, atom 6 (H): 0.3035, atom 7 (H): 0.3190, atom 8 (H): 0.3104

The structure with the greatest stability is run C.